{
  "formula": "C23H64N3O11",
  "method": "ωB97M-V/def2-TZVPD",
  "symbols": ["C", "O", "H", "H", "H", "C", "O", "H", "H", "H", "H", "C", "O", "H", "H", "H", "H", "C", "O", "H", "H", "H", "H", "C", "O", "H", "H", "H", "H", "C", "O", "C", "C", "N", "C", "C", "O", "C", "H", "H", "H", "H", "H", "H", "H", "H", "H", "H", "H", "H", "H", "H", "H", "C", "O", "C", "C", "N", "C", "C", "O", "C", "H", "H", "H", "H", "H", "H", "H", "H", "H", "H", "H", "H", "H", "H", "H", "C", "O", "C", "C", "N", "C", "C", "O", "C", "H", "H", "H", "H", "H", "H", "H", "H", "H", "H", "H", "H", "H", "H", "H"],
  "positions_angstrom": [[-0.17206, 1.58526, 0.19544], [0.54394, 2.82326, 0.42544], [-0.84606, 1.24326, 0.88644], [0.55394, 0.83826, 0.04544], [-0.78006, 1.48826, -0.58456], [0.94194, 4.00326, 3.43144], [0.80494, 2.55126, 3.21044], [1.43294, 4.18226, 4.30644], [-0.07506, 4.68626, 3.50044], [1.67194, 4.53326, 2.77944], [0.56994, 2.32926, 2.27744], [3.22494, 5.34826, -0.04956], [1.81194, 5.51726, -0.00256], [3.42794, 4.74526, -0.88256], [3.67394, 4.97826, 0.92044], [3.76194, 6.09226, -0.29756], [1.53394, 4.78626, 0.26744], [-1.42906, 5.44726, -0.24956], [-1.18006, 4.31026, -0.99456], [-1.61206, 5.35426, 0.79744], [-2.20706, 5.89326, -0.80356], [-0.71706, 6.08526, -0.16556], [-0.50406, 3.92626, -0.48356], [3.44194, 1.58126, 1.07644], [3.05794, 2.03126, -0.20156], [2.88494, 0.57526, 1.20644], [3.43294, 2.26526, 1.94244], [4.72694, 1.37726, 0.96044], [2.12494, 2.37926, 0.01544], [-2.82806, 2.08326, -3.24156], [-4.28506, 1.85326, -3.16356], [-4.59106, 0.79126, -2.31256], [-4.59806, -0.54274, -3.16956], [-5.23406, -1.69874, -2.43356], [-5.58306, -2.85574, -3.28356], [-6.04706, -3.95374, -2.39256], [-6.74806, -4.77474, -3.13656], [-7.28706, -5.93974, -2.49456], [-2.63206, 2.78726, -3.97756], [-2.29306, 1.24726, -3.47056], [-2.46706, 2.19526, -2.27756], [-5.52706, 0.77526, -1.89056], [-4.01506, 0.70726, -1.47356], [-3.42006, -0.86874, -3.38756], [-4.99006, -0.43374, -4.13856], [-5.86206, -1.32574, -1.95356], [-4.67806, -3.26974, -3.67456], [-6.20706, -2.51474, -4.22256], [-6.68206, -3.52374, -1.68556], [-5.28006, -4.20874, -1.61756], [-7.96606, -5.62274, -1.89656], [-6.59106, -6.54074, -2.14456], [-7.68506, -6.41174, -3.20856], [1.40794, -1.10674, -1.28856], [2.01694, -2.09874, -2.29056], [3.09194, -1.58074, -3.02756], [4.47194, -1.89674, -2.18256], [5.47994, -1.08474, -2.91456], [6.77594, -1.62674, -2.41056], [7.90794, -0.71574, -2.99556], [9.17594, -1.25074, -2.60656], [10.17194, -0.30374, -2.80256], [1.08294, -0.33174, -1.76256], [2.12994, -0.85974, -0.78656], [0.69494, -1.62674, -0.86156], [3.01094, -0.48874, -3.10756], [3.09094, -2.01474, -3.96656], [4.52494, -3.01574, -2.08056], [4.29694, -1.58474, -1.19956], [5.49594, -0.05574, -2.52856], [6.85594, -2.77074, -2.73856], [6.84194, -1.71274, -1.39756], [7.88794, 0.33526, -2.39456], [7.75094, -0.43974, -4.11156], [11.03194, -0.96174, -2.65756], [10.17494, 0.39326, -2.18056], [10.17794, 0.09826, -3.75856], [0.13494, -0.28374, 8.08344], [-1.18506, -0.71674, 7.51444], [-0.92706, -1.03074, 6.13544], [-2.25906, -1.50174, 5.55844], [-2.17506, -2.02074, 4.14344], [-2.03106, -0.94274, 3.19944], [-2.26906, -1.55674, 1.84944], [-3.60906, -2.10174, 1.78944], [-3.98206, -2.70274, 0.60644], [0.27294, 0.15026, 9.15144], [0.53494, 0.35626, 7.29544], [0.76894, -1.25174, 8.23044], [-0.22506, -1.96174, 6.14444], [-0.52106, -0.35374, 5.49944], [-3.05706, -0.89474, 5.72644], [-2.58406, -2.30774, 6.13644], [-3.01606, -2.73574, 3.77244], [-1.11106, -0.45574, 3.45844], [-2.84206, -0.32374, 3.49444], [-1.63906, -2.28974, 1.38244], [-2.19906, -0.83874, 1.26844], [-3.39106, -3.60574, 0.28844], [-3.79606, -1.88074, -0.15256], [-5.04606, -2.95974, 0.59344]],
  "forces_ev_per_angstrom": [[4.16, 2.47, 1.34], [-1.05, -1.34, 0.03], [-1.44, -0.51, 3.20], [1.04, -1.45, 0.04], [-2.34, 0.68, -4.40], [-2.43, 0.14, -2.67], [-0.05, 1.83, 0.75], [0.91, -0.32, 3.08], [2.21, -2.06, -0.53], [-0.88, -0.63, -0.68], [0.35, 1.29, 0.01], [-3.16, -5.02, 2.66], [4.76, 10.56, -3.13], [0.48, -2.00, -0.73], [-0.63, -0.10, -1.00], [2.90, 6.68, -1.30], [-4.40, -10.21, 3.54], [-4.18, -2.38, -0.81], [-1.06, 0.38, -0.86], [-1.20, -1.09, 1.04], [-1.42, 1.11, 0.09], [5.42, 4.17, -0.54], [2.32, -2.34, 0.98], [3.73, -2.40, -1.21], [-0.90, 0.90, 1.20], [1.14, 1.45, 0.76], [-0.79, -0.13, -0.50], [-3.53, 0.06, 0.48], [-0.02, 0.11, -0.76], [-3.11, -0.60, 0.79], [0.98, 0.58, 0.06], [0.19, -2.30, -4.05], [4.20, -2.12, 2.05], [7.91, -2.51, -6.33], [0.50, 2.45, -0.48], [0.60, 2.91, 2.14], [-0.89, -4.02, -2.17], [3.95, 4.84, -1.42], [0.19, 1.75, -0.77], [0.97, -3.00, -1.52], [0.62, 1.75, 1.99], [-2.91, 1.18, 0.53], [2.43, -0.19, 2.00], [-2.82, 0.81, 0.53], [-0.96, 0.64, -1.24], [-7.53, 3.18, 5.13], [0.94, 0.30, -0.75], [0.46, -1.12, 1.89], [-1.94, 1.31, 1.53], [0.50, -1.13, -1.40], [-4.37, 1.65, 4.64], [3.56, -2.53, 2.40], [-3.47, -3.77, -5.61], [-0.46, -6.07, -6.69], [-1.75, 0.79, 0.81], [1.29, 0.61, 4.24], [-3.17, 0.75, -3.38], [1.63, 0.09, 2.50], [0.65, -0.89, -5.06], [-0.46, 1.51, 1.84], [-2.06, -0.08, -1.00], [1.45, -7.42, -3.53], [-2.26, 4.64, -3.17], [7.41, 2.67, 6.24], [-3.41, -2.42, 2.44], [0.13, -0.07, -0.18], [0.27, -0.95, -1.90], [0.90, 1.01, -0.88], [-0.17, 0.84, 1.64], [-0.69, -2.52, -0.82], [0.08, 2.44, 0.08], [0.21, 0.34, 3.09], [-0.55, -1.93, -1.39], [0.53, -0.88, 1.62], [0.68, 0.75, -0.18], [-0.24, 6.14, 5.82], [-0.01, 0.65, -2.19], [0.40, -2.13, 0.53], [1.98, 1.56, 0.63], [-1.28, -5.00, 1.90], [1.57, -2.78, -1.99], [-1.37, -2.81, 1.09], [-0.81, -2.57, 1.18], [-1.44, -4.98, 3.43], [0.15, -0.05, 2.42], [1.01, 1.25, -2.28], [-1.55, -0.22, -1.90], [0.55, 0.12, 0.59], [-0.81, 1.49, -0.82], [-0.94, 1.46, -0.29], [1.53, 2.92, -1.13], [-2.04, 2.99, 0.02], [-0.09, -1.79, 1.08], [2.74, 2.89, 1.89], [0.69, 0.41, -0.97], [-0.85, 1.65, -0.82], [1.09, -0.79, 0.85], [0.13, 7.02, -6.16], [-0.24, 0.60, 0.52], [-0.52, -1.34, -0.05], [0.20, 0.15, 0.32]],
  "e_homo_ev": -5.380,
  "total_charge": -1,
  "energy_ha": -1905.9067,
  "molar_mass_g_mol": 558.78
}

***

{
  "formula": "C23H64O13S10",
  "method": "ωB97M-V/def2-TZVPD",
  "symbols": ["C", "C", "O", "C", "O", "O", "H", "H", "H", "H", "C", "S", "O", "C", "H", "H", "H", "H", "H", "H", "C", "S", "O", "C", "H", "H", "H", "H", "H", "H", "C", "S", "O", "C", "H", "H", "H", "H", "H", "H", "C", "S", "O", "C", "H", "H", "H", "H", "H", "H", "C", "S", "O", "C", "H", "H", "H", "H", "H", "H", "C", "S", "O", "C", "H", "H", "H", "H", "H", "H", "C", "S", "O", "C", "H", "H", "H", "H", "H", "H", "C", "S", "O", "C", "H", "H", "H", "H", "H", "H", "C", "S", "O", "C", "H", "H", "H", "H", "H", "H", "C", "S", "O", "C", "H", "H", "H", "H", "H", "H"],
  "positions_angstrom": [[8.76748, 16.21039, -10.10466], [9.79456, 17.30893, -9.98883], [9.08168, 18.43922, -9.56819], [8.04301, 18.08170, -8.96434], [7.55889, 18.66160, -8.01160], [7.69436, 16.83514, -9.43208], [9.14394, 15.28310, -9.67280], [8.64473, 16.24315, -11.18723], [10.31211, 17.48757, -10.93134], [10.54736, 16.94101, -9.29166], [4.22759, 20.50337, -16.07874], [4.83531, 18.82906, -15.85030], [4.20152, 18.24142, -14.59947], [6.47189, 19.45750, -15.22367], [3.94762, 20.81627, -15.07286], [3.26218, 20.51840, -16.58455], [4.89020, 21.23908, -16.53457], [6.19876, 19.92038, -14.27539], [6.75281, 20.34395, -15.79234], [7.14214, 18.59805, -15.20933], [9.50422, 20.35178, -9.60823], [8.82021, 20.70732, -11.24658], [7.89694, 21.85518, -11.02322], [10.32629, 21.55084, -11.85849], [9.36935, 21.23700, -8.98671], [10.49051, 19.88789, -9.59651], [8.78209, 19.70943, -9.10422], [10.56788, 22.52839, -11.44121], [10.18609, 21.71967, -12.92618], [11.24514, 20.96720, -11.80214], [10.69882, 13.20166, -11.35921], [9.99094, 14.88912, -11.28037], [11.22756, 15.76912, -11.10566], [9.33785, 15.14176, -13.00944], [11.46607, 13.36190, -12.11668], [9.92481, 12.46363, -11.56970], [10.99211, 13.00858, -10.32733], [9.19858, 16.15509, -13.38610], [8.39484, 14.63297, -13.20926], [10.21137, 14.90143, -13.61550], [11.50357, 17.52563, -16.46197], [12.20919, 17.06745, -18.14584], [12.10325, 18.32696, -19.06957], [13.98067, 16.88082, -17.71586], [10.49928, 17.23571, -16.15303], [11.67790, 18.57614, -16.22928], [12.06055, 17.00332, -15.68413], [14.22740, 17.65629, -16.99068], [14.54322, 16.93450, -18.64792], [14.11244, 16.01803, -17.06291], [13.92316, 17.76256, -10.85885], [12.40720, 18.65502, -11.33567], [12.20963, 19.71479, -10.31507], [12.90265, 19.54479, -12.92170], [14.82564, 18.29507, -11.15894], [14.04097, 16.88867, -11.49958], [13.92611, 17.56488, -9.78693], [12.24654, 19.22726, -13.73215], [13.83474, 19.07719, -13.23897], [13.05619, 20.62162, -12.99212], [8.28481, 16.10180, -16.32310], [7.44791, 15.21680, -17.65748], [7.94128, 13.76775, -17.85244], [7.67821, 16.39410, -19.09248], [8.42947, 15.39428, -15.50664], [7.71592, 16.97073, -15.99231], [9.25424, 16.43601, -16.69271], [7.03368, 17.22769, -18.81349], [7.28719, 16.00173, -20.03123], [8.64505, 16.79871, -19.39183], [7.04919, 16.71728, -13.72522], [6.13844, 15.63890, -12.54618], [7.07195, 14.95360, -11.54328], [5.35783, 16.99399, -11.51642], [7.27135, 16.11105, -14.60341], [8.04782, 16.80329, -13.29693], [6.80696, 17.77811, -13.78910], [4.76885, 16.65779, -10.66307], [4.67234, 17.57732, -12.13118], [6.23100, 17.51031, -11.11757], [10.24361, 19.18436, -17.14754], [9.11979, 18.36007, -18.38329], [7.91284, 17.96266, -17.53764], [8.42148, 19.80468, -19.38340], [11.05313, 19.57073, -17.76681], [10.49656, 18.61694, -16.25192], [9.66414, 20.00383, -16.72233], [9.24225, 20.18263, -19.99300], [7.91750, 20.56578, -18.78772], [7.70532, 19.25786, -19.99674], [9.06353, 17.69446, -14.73752], [10.62844, 17.84881, -13.70508], [11.39833, 18.99554, -14.36981], [9.95676, 18.66434, -12.20907], [8.24370, 17.17050, -14.24616], [9.41584, 17.50238, -15.75097], [8.39384, 18.54514, -14.86390], [9.88672, 17.99162, -11.35430], [8.99101, 19.13057, -12.40411], [10.67032, 19.45019, -11.96133], [9.79826, 13.90009, -15.93908], [10.62661, 15.59205, -15.77060], [10.02404, 16.13939, -14.50108], [12.36618, 15.05614, -15.60137], [8.81230, 13.78538, -15.48873], [10.22973, 13.04380, -15.42070], [9.88135, 13.76279, -17.01721], [12.39442, 14.01334, -15.28538], [13.06783, 15.63950, -15.00512], [12.80057, 14.85356, -16.58033]],
  "forces_ev_per_angstrom": [[-0.88, 4.14, 1.98], [1.86, -2.77, 3.48], [3.70, -7.05, -3.24], [-3.59, -2.91, 3.76], [-0.20, -0.92, -1.89], [-2.04, 0.21, 1.15], [-2.15, 1.15, 1.18], [-1.82, -0.42, 0.53], [2.95, -4.07, 5.06], [0.10, 1.08, 0.53], [-1.48, 0.47, 0.59], [0.92, -0.06, 1.14], [0.29, 0.65, -1.23], [-1.90, 0.48, -0.72], [0.36, 0.21, 0.24], [0.14, -0.31, -0.39], [0.17, -0.43, -0.04], [0.17, -0.64, 0.57], [0.62, -0.62, -0.57], [-1.03, 1.42, -0.47], [-1.06, 4.27, 1.56], [0.05, 4.26, 2.53], [-0.73, -0.02, -0.14], [0.73, -0.07, -1.31], [0.93, 1.22, -0.78], [-0.38, 0.77, 0.10], [0.60, 4.98, 0.29], [-0.76, -0.16, 0.62], [-0.28, 0.02, -0.21], [-0.30, 0.32, 0.39], [-0.56, 1.01, -0.60], [3.22, -4.52, -3.63], [-0.40, -1.33, -1.16], [0.78, -3.37, 3.97], [0.41, -0.97, 0.27], [0.05, 0.12, -0.52], [0.65, 0.18, -0.25], [-0.58, -1.18, 4.00], [0.60, -0.66, 0.33], [-0.75, -2.13, 1.87], [6.19, -0.64, 0.50], [-0.85, 1.73, -1.32], [0.58, -2.41, 1.77], [-0.73, 0.77, 1.29], [1.72, 1.75, -1.99], [2.80, -1.58, -0.09], [1.05, 0.61, -0.59], [0.20, 0.67, -0.56], [-0.05, -0.17, 0.28], [0.16, -0.37, -0.98], [0.81, 0.41, -1.09], [3.22, 0.27, -0.81], [0.25, 0.09, 0.70], [4.90, 0.06, 3.98], [-0.10, 0.71, 0.48], [-0.68, -0.52, 0.39], [-0.24, -0.16, -0.21], [2.08, 0.93, 1.75], [0.54, -0.04, 0.31], [-0.08, 0.05, 1.13], [-1.59, -1.68, -1.42], [-1.74, -1.15, -1.14], [-0.14, 2.36, -0.25], [-1.42, -1.88, -1.85], [-0.74, 0.38, -0.81], [-0.20, -1.35, -1.10], [-1.51, -0.51, -0.72], [-0.29, -0.96, -0.67], [-0.20, -1.09, 0.24], [-0.10, -1.25, 0.14], [-1.98, -1.49, 3.65], [-1.80, 0.01, 1.94], [-1.15, 0.44, -1.62], [0.36, -0.31, -0.63], [-1.53, 0.33, 0.46], [-2.34, -0.90, 2.85], [-1.31, -0.83, 0.03], [0.31, -0.77, -0.18], [0.45, 0.22, -0.29], [-0.30, 0.40, -0.17], [-4.38, 4.11, -1.65], [-0.05, 3.67, 2.36], [1.55, 3.62, 0.23], [1.04, -1.26, 0.23], [0.20, -0.16, 0.51], [-3.00, 2.90, -1.87], [-0.32, 0.60, -0.50], [-0.17, 0.18, -0.02], [0.28, -0.26, 0.25], [-0.03, 0.23, -0.14], [0.46, 6.87, 0.00], [-0.60, 4.57, 2.28], [-6.93, -1.28, -5.68], [-0.99, 0.82, -4.01], [3.94, 0.76, -2.95], [-1.71, 1.42, 1.99], [2.12, 1.82, 0.53], [-3.00, 4.03, -4.69], [0.50, -0.94, -0.84], [-1.03, -0.31, -0.42], [1.67, -0.91, 0.93], [0.66, -8.89, 0.16], [7.00, -4.84, -9.88], [0.47, -2.53, 0.75], [0.00, 0.54, -0.79], [1.17, 0.20, -0.03], [-0.62, -0.27, 0.23], [-0.21, 0.03, 0.93], [-0.41, 0.04, 0.11], [-0.56, 0.81, -0.37]],
  "e_homo_ev": -7.721,
  "total_charge": 0,
  "energy_ha": -5872.7560,
  "molar_mass_g_mol": 869.42
}